Record 1
Formula: C4H5FO2
Source: the OMol25 dataset
Level of theory: wB97M-V/def2-TZVPD

Structure (XYZ):
```
12
C4H5FO2 | the OMol25 dataset | wB97M-V/def2-TZVPD
F 0.59655 2.49307 0.40145
C -0.43427 1.57752 0.18473
C 0.25563 0.41118 -0.56101
O -0.64521 -0.55299 -1.04798
C -0.43072 -1.67273 -0.20240
C 0.61761 -1.46648 0.55828
O 1.20024 -0.21564 0.34763
H -0.85689 1.18573 1.16134
H -1.16640 2.08915 -0.44237
H 0.81499 0.91696 -1.36125
H -1.01436 -2.60739 -0.32567
H 1.06283 -2.15838 1.28725
```

Output
ΔE to the lowest compared entry with this formula, charge and spin	1.812	eV
structure (SMILES)	FCC1OC=CO1
orbital gap	9.58	eV
multiplicity	1

***

Record 2
Formula: C5H3NO
Source: the OMol25 dataset
Level of theory: wB97M-V/def2-TZVPD

Structure (XYZ):
```
10
C5H3NO | the OMol25 dataset | wB97M-V/def2-TZVPD
C -0.26992 -2.07700 -1.15879
C -0.10773 -1.01811 -0.57265
C 0.03270 0.20249 0.09972
C 1.13716 1.09872 -0.13578
O 1.48516 1.99354 0.61059
N -0.30654 0.81096 2.08146
C -0.98226 0.59001 1.10386
H -0.39010 -3.00598 -1.67416
H 1.62250 0.95719 -1.12257
H -2.05774 0.49128 1.07169
```

Output
ΔE to the lowest compared entry with this formula, charge and spin	4.630	eV
orbital gap (alpha / beta)	7.42 / 8.44	eV
multiplicity	1

***

Record 3
Formula: C22H24N2O7S
Source: the OMol25 dataset
Level of theory: wB97M-V/def2-TZVPD

Structure (XYZ):
```
56
C22H24N2O7S | the OMol25 dataset | wB97M-V/def2-TZVPD
C -0.50375 1.17472 1.67359
C -1.30726 0.22060 0.83967
C -2.67701 0.38652 0.68807
C -3.42016 -0.47316 -0.10440
C -2.78400 -1.51864 -0.74200
S -3.73079 -2.63428 -1.78850
O -5.11301 -2.47461 -1.43706
O -3.13792 -3.93572 -1.70002
N -3.56916 -2.12223 -3.34955
C -4.21597 -0.88813 -3.71928
C -3.25541 0.30175 -3.67813
C -2.04068 0.00566 -4.55550
C -1.35797 -1.27387 -4.07765
C -2.35853 -2.43094 -4.07314
C -1.42883 -1.72848 -0.59557
C -0.68551 -0.85356 0.18684
N 0.69823 -1.02824 0.33626
C 1.55549 -1.44252 -0.62668
O 1.23947 -1.83456 -1.72403
C 3.03220 -1.37631 -0.21242
O 3.26636 -0.79371 1.05865
C 3.23296 0.55742 1.11717
O 2.99653 1.24598 0.15542
C 3.47971 1.07052 2.47975
C 3.74745 0.21607 3.54488
C 3.97421 0.70702 4.82497
C 3.92240 2.07198 4.99347
C 3.65172 2.93593 3.92362
C 3.42640 2.46287 2.65924
O 3.65893 4.22450 4.37442
C 3.95154 4.15539 5.75365
O 4.10450 2.79959 6.12676
H 0.32688 1.58422 1.09879
H -0.09702 0.67826 2.55663
H -1.12704 1.99836 2.01019
H -3.16677 1.20710 1.19120
H -4.48477 -0.35600 -0.22588
H -5.05378 -0.75692 -3.03410
H -4.61124 -1.00346 -4.73574
H -2.92881 0.47650 -2.65066
H -3.77293 1.19594 -4.02972
H -1.33810 0.84009 -4.51957
H -2.36624 -0.11831 -5.59146
H -0.52483 -1.52862 -4.73336
H -0.95418 -1.12292 -3.07644
H -1.93609 -3.32173 -3.60896
H -2.64198 -2.67489 -5.10447
H -0.96448 -2.57108 -1.07933
H 1.09631 -0.66888 1.19226
H 3.42964 -2.39218 -0.16264
H 3.56097 -0.81720 -0.99229
H 3.78437 -0.84697 3.37026
H 4.18451 0.05294 5.65394
H 3.22051 3.11191 1.82500
H 3.12848 4.60462 6.33061
H 4.88448 4.70163 5.96325
```

Output
ΔE to the lowest compared entry with this formula, charge and spin	0.588	eV
structure (SMILES)	Cc1ccc(S(=O)(=O)N2CCCCC2)cc1NC(=O)COC(=O)c1ccc2c(c1)OCO2
orbital gap	8.97	eV
multiplicity	1

***

Record 4
Formula: C68H82Cl2N3P3RbS3Sb
Source: the OMol25 dataset
Level of theory: wB97M-V/def2-TZVPD

Structure (XYZ):
```
163
C68H82Cl2N3P3RbS3Sb | the OMol25 dataset | wB97M-V/def2-TZVPD
Rb -0.14110 -0.32820 -0.20090
C -0.85330 -1.81580 -4.00140
P -1.01470 -0.04990 -3.47540
C -0.15410 0.77020 -4.86430
N -0.80740 0.94130 -6.01920
C -0.15860 1.60830 -7.00220
C -0.77500 1.80190 -8.24450
C -0.13360 2.52840 -9.23360
C 1.11890 3.07790 -9.00460
C 1.76100 2.88630 -7.79310
C 1.14610 2.13940 -6.78270
N 1.80070 1.92260 -5.61740
C 1.15400 1.22180 -4.68110
P 2.01780 0.80940 -3.12060
C 2.73230 -0.81870 -3.63610
C 3.62460 1.84320 -3.21200
C 3.24950 3.32530 -3.28050
C 4.51750 1.50130 -4.40440
C 4.37960 1.56850 -1.91050
C -2.85680 0.20810 -3.89470
C -3.31220 -0.49210 -5.17470
C -3.13060 1.70710 -4.02260
C -3.63030 -0.35340 -2.70110
H -0.91400 -1.90550 -5.08540
H -1.63350 -2.39460 -3.51170
H 0.10120 -2.20470 -3.65470
H -1.76460 1.39460 -8.39830
H -0.62110 2.67490 -10.18940
H 1.59930 3.66100 -9.77970
H 2.73490 3.31250 -7.59720
H 3.14050 -0.76640 -4.64460
H 1.94320 -1.56540 -3.61660
H 3.50330 -1.10930 -2.92160
H 2.59250 3.49720 -4.13000
H 4.14310 3.93790 -3.41420
H 2.75750 3.64710 -2.36340
H 3.93300 1.56290 -5.31940
H 4.95180 0.50930 -4.30360
H 5.33910 2.21710 -4.46730
H 3.76210 1.79530 -1.04320
H 5.28690 2.17160 -1.85010
H 4.67190 0.52250 -1.84070
H -2.68090 -0.17490 -6.00140
H -4.34620 -0.21800 -5.39280
H -3.27040 -1.57370 -5.06940
H -2.54020 2.12350 -4.83460
H -2.88410 2.23120 -3.10140
H -4.18520 1.88110 -4.24330
H -3.43170 -1.41660 -2.58540
H -4.70550 -0.22190 -2.83410
H -3.33660 0.13770 -1.77300
C 2.05490 0.01330 5.38830
C 1.69750 -0.60820 4.06140
S 2.26350 0.24870 2.68850
C 0.98510 -1.77370 4.01010
C 0.51540 -2.42390 5.28630
S 0.51480 -2.57140 2.57170
H 2.64280 0.91510 5.22110
H 2.64580 -0.68620 5.98640
H 1.15880 0.28230 5.95620
H 1.32650 -2.54190 6.01060
H 0.11210 -3.40570 5.04560
H -0.27480 -1.81960 5.74280
Cl -1.35260 2.41620 -0.92770
C 0.25940 3.07140 -1.11540
Cl 1.29270 2.43640 0.15870
H 0.21430 4.15710 -1.03560
H 0.64500 2.73430 -2.08010
S -5.15540 -3.53000 -0.11040
C -5.69310 -2.01750 0.54380
C -6.97160 -1.64540 0.90920
C -7.17040 -0.35260 1.36120
C -6.10750 0.54100 1.44900
C -4.82650 0.16890 1.09940
C -4.59570 -1.12780 0.64520
N -3.40810 -1.63960 0.24860
C -3.47320 -2.84780 -0.18430
C -2.39400 -3.66810 -0.62990
C -2.68160 -4.93280 -1.17340
C -1.66090 -5.77780 -1.53000
C -0.34700 -5.40360 -1.25990
C -0.08820 -4.18240 -0.67040
C -1.06800 -3.21000 -0.41990
H -7.78550 -2.35410 0.83930
H -8.16280 -0.04170 1.65650
H -6.29410 1.54490 1.80530
H -3.99940 0.85740 1.17480
H -3.71370 -5.24300 -1.30930
H -1.87300 -6.74490 -1.97080
H 0.46380 -6.08010 -1.51320
H 0.93280 -3.96570 -0.36960
C -1.49460 4.52070 5.04990
C -0.71600 4.00490 3.84110
C 0.10140 2.78430 4.27320
C 0.23980 5.07660 3.32150
P -1.72340 3.36240 2.35350
C -2.81310 2.20530 3.27830
C -2.33620 0.89440 3.33030
C -3.02060 -0.08490 4.02450
C -4.21360 0.22330 4.65710
C -4.70850 1.51470 4.59710
C -4.00810 2.50220 3.92550
C -2.84000 4.79710 1.71590
C -3.98260 4.12320 0.95200
C -1.94870 5.56150 0.71340
C -3.42030 5.82130 2.68850
H -0.82460 4.56770 5.91110
H -2.31450 3.85040 5.30050
H -1.89750 5.51760 4.89170
H 0.87470 3.08240 4.98190
H 0.59710 2.31010 3.42360
H -0.53490 2.04100 4.75250
H 0.90510 5.40810 4.11980
H -0.29590 5.94270 2.93870
H 0.85010 4.66580 2.52000
H -1.41680 0.63830 2.81740
H -2.61800 -1.08580 4.05880
H -4.75490 -0.54510 5.19140
H -5.64280 1.75700 5.08900
H -4.41070 3.50390 3.91800
H -3.59080 3.41840 0.22280
H -4.57430 4.87240 0.42410
H -4.64360 3.57670 1.61870
H -0.99680 5.05060 0.58150
H -1.73580 6.57310 1.06000
H -2.42830 5.63090 -0.26130
H -4.06910 5.37820 3.43650
H -4.01720 6.54530 2.12930
H -2.63260 6.36950 3.19830
C 7.57360 0.26440 0.25480
C 6.63500 0.64100 1.20020
C 5.41800 -0.01450 1.27170
C 5.11080 -1.06500 0.41680
C 6.04810 -1.40570 -0.54890
C 7.27000 -0.75810 -0.62730
Sb 3.12620 -2.00620 0.54660
C 3.66240 -3.27060 2.20660
C 4.34100 -2.77740 3.30670
C 4.60070 -3.58960 4.39850
C 4.17870 -4.90720 4.39750
C 3.49440 -5.40890 3.30150
C 3.23450 -4.59050 2.21770
C 3.80400 -3.62040 -0.79010
C 4.94890 -4.37040 -0.56060
C 5.37860 -5.31270 -1.47860
C 4.65500 -5.53490 -2.63930
C 3.49190 -4.82040 -2.86380
C 3.08370 -3.86900 -1.94590
H 8.52680 0.77680 0.19310
H 6.85430 1.45810 1.87760
H 4.68020 0.31210 1.99170
H 5.82880 -2.18920 -1.26180
H 7.98600 -1.04770 -1.38840
H 4.65540 -1.74350 3.31760
H 5.12970 -3.19250 5.25870
H 4.37080 -5.53940 5.25710
H 3.15420 -6.43870 3.29970
H 2.67490 -4.98250 1.37850
H 5.52410 -4.20130 0.34290
H 6.28690 -5.87600 -1.29720
H 4.99950 -6.26250 -3.36390
H 2.90490 -4.99770 -3.75620
H 2.17620 -3.30960 -2.12850
```

Output
net charge	-2
orbital gap (alpha / beta)	5.47 / 3.92	eV
multiplicity	1

***

Record 5
Formula: C24H43Cl31O3
Source: the OMol25 dataset
Level of theory: wB97M-V/def2-TZVPD

Structure (XYZ):
```
101
C24H43Cl31O3 | the OMol25 dataset | wB97M-V/def2-TZVPD
C -1.93980 -3.11374 -0.46103
C -2.93379 -2.33086 -1.31397
Cl -2.89803 -0.57513 -0.89641
C -2.82873 -2.51183 -2.83342
C -1.47495 -2.25392 -3.54290
C -0.84252 -3.58482 -4.06948
C -0.16823 -4.40630 -3.00265
O -0.72305 -5.29499 -2.40663
C -0.46542 -1.28448 -2.91877
C 0.37999 -0.90664 -4.13546
O -0.58490 -0.79427 -5.19191
C -1.71498 -1.48123 -4.86009
O -2.68995 -1.45826 -5.54222
H -2.25046 -4.15992 -0.39043
H -0.92218 -3.08066 -0.85186
H -1.91678 -2.70708 0.55299
H -3.93800 -2.66140 -1.03254
H -3.16194 -3.52836 -3.07543
H -3.56393 -1.84092 -3.29103
H -1.62752 -4.19757 -4.52331
H -0.10441 -3.36701 -4.84974
H 0.89443 -4.18158 -2.78511
H -0.98322 -0.36404 -2.63375
H 0.11120 -1.60429 -2.04906
H 0.92074 0.03339 -4.00687
H 1.11951 -1.67925 -4.38290
C -2.90679 -0.59800 2.78571
Cl -4.00203 -1.92906 2.39258
Cl -1.38944 -1.17006 3.47960
H -2.68370 -0.07064 1.86515
H -3.39503 0.05120 3.50282
C -5.83775 -3.72859 -6.31812
Cl -6.46960 -2.53164 -5.18694
Cl -5.29524 -5.20911 -5.51174
H -6.63165 -4.00026 -7.00357
H -4.99621 -3.29271 -6.84349
C -0.62570 1.47398 6.66395
Cl 0.70488 1.14420 5.55188
Cl -2.20970 1.34057 5.88370
H -0.58215 0.75974 7.47738
H -0.49395 2.48891 7.01863
C 1.26889 4.05280 3.29799
Cl -0.47431 3.88886 3.09308
Cl 1.79130 5.74720 3.40063
H 1.56426 3.54153 4.20456
H 1.75588 3.60384 2.44037
C 4.87796 2.12931 6.31316
Cl 3.69344 3.14772 5.48255
Cl 4.11746 0.99235 7.43072
H 5.42456 1.57072 5.56332
H 5.54080 2.77624 6.87526
C -9.68354 -0.19981 -3.79767
Cl -7.98695 -0.26437 -3.29495
Cl -10.17396 -1.61521 -4.73238
H -10.29924 -0.15003 -2.90762
H -9.82146 0.68082 -4.41349
C 5.59832 4.07037 2.46018
Cl 4.37825 2.88952 1.93917
Cl 6.74748 3.40679 3.62922
H 6.14191 4.40858 1.58914
H 5.07930 4.89306 2.93853
C 1.16883 -7.83949 -3.96929
Cl 1.90156 -9.44143 -4.13316
Cl 2.36723 -6.54521 -4.09110
H 0.44456 -7.71410 -4.76491
H 0.69256 -7.77213 -2.99836
C 4.01918 -11.92410 -2.30959
Cl 5.73032 -11.67080 -1.94575
Cl 3.72124 -13.49200 -3.07163
H 3.46199 -11.88396 -1.38150
H 3.69442 -11.14707 -2.99023
C 4.01511 -0.36895 -0.28003
Cl 5.01050 -0.49809 -1.73401
Cl 2.28409 -0.35811 -0.65225
H 4.22245 -1.22046 0.35677
H 4.26115 0.55881 0.22228
C -5.86825 2.68777 -2.66747
Cl -4.91560 1.23583 -2.96180
Cl -5.45572 3.45065 -1.12139
H -5.66943 3.39996 -3.45950
H -6.91627 2.41224 -2.64639
C -0.30350 5.57004 8.42841
Cl -1.68543 5.14265 9.44108
Cl 0.86295 4.24424 8.29985
H -0.66457 5.80227 7.43335
H 0.19920 6.42238 8.86898
C 7.74486 7.47545 0.18396
Cl 7.75311 6.56412 1.69979
Cl 6.88243 6.61440 -1.09620
H 7.24640 8.42160 0.35861
H 8.76996 7.62861 -0.13080
C -1.28414 3.46804 -0.96376
Cl -0.60550 2.66599 -2.38948
Cl -1.83004 2.31449 0.25230
H -0.51683 4.09396 -0.52290
H -2.13719 4.05790 -1.27875
C 4.73607 7.43772 5.34109
Cl 5.25740 7.59505 3.65560
Cl 5.90985 6.53640 6.30645
H 4.62886 8.42990 5.76232
H 3.79492 6.89953 5.35826
```

Output
orbital gap	10.08	eV
multiplicity	1

***

Record 6
Formula: C26H55BN3O11P2S2
Source: the OMol25 dataset
Level of theory: wB97M-V/def2-TZVPD

Structure (XYZ):
```
100
C26H55BN3O11P2S2 | the OMol25 dataset | wB97M-V/def2-TZVPD
C 2.78687 -4.51899 1.96833
C 2.56009 -4.31201 0.32946
C 1.11427 -3.61543 -0.04018
C 0.41014 -4.19705 -1.40980
C 0.87927 -3.40580 -2.78992
C -0.23313 -2.25385 -3.27278
C -1.11798 -2.70993 -4.57518
C -1.48867 -1.50536 -5.62328
C -2.61678 -0.42629 -5.02261
C -1.76065 0.80640 -4.28341
C -2.39036 1.17657 -2.81063
C -1.35540 0.82606 -1.54294
O -1.83688 -0.11664 -0.58745
C -2.67218 0.27713 0.49949
C -1.70907 0.64070 1.82453
C -0.48531 -0.42077 2.05029
C -3.72444 1.48861 0.34981
C -5.31578 1.12670 0.25086
S -5.85013 0.26713 -1.33893
C -6.36407 -1.52067 -1.01199
N -6.40035 -2.54411 -2.12968
N -6.76531 -3.80673 -1.63163
C -6.97465 -3.56736 -0.15224
O -6.73950 -2.16721 0.28940
B -3.39211 -1.15850 1.01489
O -4.16268 -1.22960 2.28770
O -3.25267 -2.40783 0.22772
C -0.60669 2.19843 -0.94750
O 0.53743 1.70906 -0.19369
C 1.39244 2.72274 0.39686
C 0.68914 4.10272 0.90784
O 1.72695 5.07752 1.38283
O 1.16284 6.12385 1.91630
C 2.75098 3.08922 -0.51099
P 4.35636 2.96087 0.58627
O 4.10604 3.33090 2.10180
O 5.57604 3.91321 -0.21228
O 4.96074 1.29020 0.59571
P -0.13182 3.32823 -2.46283
S 1.22354 2.53286 -3.62012
H 2.00062 -5.26564 2.43426
H 2.75389 -3.47548 2.52468
H 3.86354 -4.97594 2.17668
H 3.45191 -3.60241 -0.01266
H 2.72869 -5.36494 -0.15254
H 0.38813 -3.87691 0.86783
H 1.24043 -2.44049 -0.02835
H -0.74790 -4.13059 -1.25506
H 0.80661 -5.31669 -1.52752
H 1.87362 -2.81907 -2.48510
H 1.18002 -4.13051 -3.66137
H -0.98672 -2.02379 -2.38780
H 0.41329 -1.27519 -3.45147
H -0.44391 -3.48331 -5.18537
H -2.10674 -3.30251 -4.30478
H -1.94547 -1.98591 -6.58945
H -0.51930 -0.91071 -5.98588
H -3.22083 0.07666 -5.89278
H -3.26517 -1.04662 -4.27158
H -1.84891 1.76733 -4.98329
H -0.65031 0.44100 -4.27163
H -2.85512 2.25138 -2.73186
H -3.29719 0.41548 -2.65619
H -0.44869 0.28352 -2.10949
H -1.33465 1.76239 1.71040
H -2.37251 0.64063 2.81345
H -0.58861 -0.84904 3.14269
H 0.52242 0.21232 2.05038
H -0.39623 -1.27083 1.25286
H -3.62792 2.16430 1.33261
H -3.50941 2.26615 -0.53026
H -5.87044 2.18623 0.20831
H -5.76953 0.62595 1.23584
H -7.26414 -4.52738 0.45660
H -4.33099 -0.31418 2.65930
H -2.89961 -3.08567 0.90562
H -1.40333 2.81391 -0.35808
H 1.85651 2.22334 1.38027
H 0.05590 4.68347 0.11675
H 0.01067 3.86991 1.85685
H 1.94909 6.67183 2.26606
H 2.67079 4.12417 -1.05095
H 2.84997 2.16837 -1.26445
H 5.52556 3.60929 -1.18669
H 4.68980 0.81875 -0.24573
H 0.43403 4.61243 -2.02548
H -1.31450 3.70882 -3.24782
C 3.75528 1.01299 6.85469
C 4.00587 0.92813 5.38190
O 3.23566 0.49430 4.54852
N 5.18734 1.46124 4.81617
C 6.11287 0.41176 4.32737
H 2.86022 0.43856 7.10764
H 4.60622 0.59529 7.39878
H 3.60662 2.05751 7.13932
H 5.64598 2.10066 5.46671
H 4.84393 1.94061 3.97655
H 6.42542 -0.19988 5.17753
H 6.97541 0.91946 3.88885
H 5.60535 -0.18948 3.56809
```

Output
net charge	+1
orbital gap	6.44	eV
multiplicity	1

***

Which value of multiplicity does entry 2 give?
1